1.
Computed, not measured: C28H46BrN3P2SV as an isolated structure at a distorted geometry, with ωB97M-V with the def2-TZVPD basis set.

Each line ends with the Mulliken spin population.
Geometry (Å):
N (5.27694, 4.03606, -1.57943)  0.0052
C (5.37651, 2.74633, -1.26993)  -0.0014
C (4.45525, 1.79529, -1.72883)  0.0026
C (3.36360, 2.20729, -2.53605)  0.0052
C (3.28571, 3.58313, -2.83447)  0.0037
C (4.28388, 4.45006, -2.36043)  -0.0016
C (2.35257, 1.25589, -3.01447)  0.0101
V (-1.10046, -0.72402, -1.32881)  2.4680
P (-2.03034, -1.67161, 1.14535)  0.0164
C (1.04361, 1.53567, -3.30027)  0.0381
C (-0.07346, 0.54802, -3.17239)  -0.0782
C (-1.40088, 0.93224, -2.85207)  0.1026
C (-2.44579, -0.00898, -2.78328)  0.0504
C (-2.12719, -1.35637, -2.98001)  0.0134
C (-0.81784, -1.81231, -3.15014)  0.1287
C (0.20608, -0.84308, -3.12324)  0.0018
Br (-3.54182, -2.74643, -2.48325)  0.0341
H (2.72503, 0.22229, -3.04639)  -0.0033
H (0.76160, 2.53253, -3.66765)  0.0013
H (4.62241, 0.73854, -1.51407)  0.0009
H (2.49832, 3.96531, -3.47802)  -0.0004
H (6.23183, 2.44290, -0.65763)  -0.0001
H (4.27566, 5.50481, -2.64281)  0.0000
H (-1.65067, 1.97813, -2.67010)  0.0108
H (1.23856, -1.18604, -3.07704)  0.0136
H (-3.47951, 0.25123, -2.57200)  -0.0017
H (-0.63326, -2.88044, -3.26267)  0.0025
P (-0.64851, 1.82826, 0.73953)  0.0464
C (-1.27670, -3.17924, 0.39045)  -0.0092
C (-2.10374, -4.44591, 0.12711)  0.0079
H (-0.47561, -3.46429, 1.09619)  -0.0089
H (-0.77790, -2.86691, -0.56095)  -0.0012
H (-1.46758, -5.15821, -0.42842)  0.0006
H (-2.41523, -4.95216, 1.05470)  0.0007
H (-2.98182, -4.23866, -0.50448)  -0.0008
C (-3.78431, -1.24705, 0.72511)  0.0273
C (-4.91760, -2.05555, 1.33972)  0.0051
H (-3.89663, -1.19698, -0.37314)  0.0053
H (-3.85934, -0.20049, 1.07694)  0.0135
H (-5.83840, -1.86470, 0.76990)  0.0005
H (-4.73789, -3.13694, 1.31272)  -0.0012
H (-5.11088, -1.73842, 2.37439)  0.0006
C (-2.01097, -2.06290, 2.93973)  0.0063
C (-2.59562, -3.41577, 3.35070)  0.0009
H (-2.53309, -1.24897, 3.46402)  0.0018
H (-0.95479, -1.99252, 3.24297)  -0.0008
H (-2.66764, -3.47452, 4.44438)  -0.0005
H (-3.60975, -3.54264, 2.95567)  0.0000
H (-1.97568, -4.25836, 3.02279)  0.0000
C (-0.07307, 2.02390, 2.47877)  0.0128
C (-0.68523, 1.07734, 3.50069)  -0.0021
H (-0.29549, 3.06944, 2.74996)  0.0007
H (1.01877, 1.89679, 2.44758)  -0.0004
H (-0.47518, 1.46367, 4.50611)  -0.0001
H (-1.77424, 0.99118, 3.40749)  0.0005
H (-0.25350, 0.07192, 3.43406)  0.0001
C (-2.36514, 2.51393, 0.89135)  -0.0077
C (-2.92274, 3.03161, -0.42463)  0.0162
H (-2.30487, 3.31973, 1.63760)  0.0000
H (-2.99597, 1.71063, 1.30421)  0.0049
H (-3.93491, 3.41992, -0.27231)  0.0013
H (-2.31607, 3.85233, -0.82051)  -0.0004
H (-2.97573, 2.24925, -1.18998)  0.0128
C (0.26477, 3.30335, 0.07350)  0.0086
C (1.71601, 3.51842, 0.50551)  -0.0047
H (-0.33276, 4.17991, 0.37303)  0.0018
H (0.21123, 3.21019, -1.02183)  0.0026
H (2.15254, 4.31700, -0.10743)  0.0000
H (1.79709, 3.83592, 1.55366)  -0.0005
H (2.33335, 2.62124, 0.37040)  0.0021
S (1.06391, -0.53064, -0.21640)  -0.0018
C (2.42063, -1.46582, 0.33853)  0.0284
N (2.46054, -2.71995, 0.80899)  0.0024
C (3.81744, -3.15852, 1.07594)  -0.0002
C (4.65654, -1.94270, 0.73130)  -0.0006
N (3.65736, -0.94263, 0.39864)  0.0052
H (1.64387, -3.32079, 0.80526)  -0.0020
H (4.04859, -4.00112, 0.42645)  0.0006
H (3.95508, -3.44329, 2.11893)  0.0001
H (5.28792, -2.13011, -0.14432)  0.0001
H (5.28239, -1.60424, 1.56181)  0.0002
H (3.86021, -0.00137, 0.07769)  0.0015

Atomic forces in eV per Å
N 0.3 0.2 0.1
C -0.6 -0.3 -0.3
C -0.3 0.1 -0.5
C 0.7 1.2 -0.2
C 0.4 -0.2 0.2
C -0.5 -0.6 -0.2
C -0.8 -0.5 0.2
V 2.6 1.3 5.1
P -0.1 0.8 -0.7
C 0.1 -0.3 0.0
C 1.0 0.1 0.1
C -0.1 0.6 -0.7
C -0.9 -0.1 -0.9
C -2.6 -2.1 -0.5
C 0.0 -0.2 -0.8
C 0.1 -0.6 -0.9
Br 1.4 1.6 -1.4
H -0.5 0.2 0.6
H -0.1 -0.2 1.0
H -0.1 0.2 -0.2
H 0.1 0.0 0.1
H -0.3 0.2 -0.2
H 0.0 -0.3 0.2
H 0.3 -0.3 -0.2
H -0.3 0.1 -0.3
H 0.2 0.2 0.0
H 0.2 0.3 0.2
P -0.5 0.5 -0.3
C -0.7 -0.8 -0.2
C 0.0 -0.4 -0.3
H -0.1 0.4 -0.3
H -0.1 -0.4 0.5
H -0.3 0.2 0.2
H 0.0 0.4 -0.4
H 0.4 -0.2 0.6
C 0.0 -0.3 0.1
C -0.6 -0.1 -0.1
H 0.2 0.0 0.5
H 0.1 -0.4 -0.2
H 0.2 -0.1 0.2
H -0.1 0.3 0.0
H 0.1 -0.3 -0.3
C 0.3 0.3 0.2
C -0.2 -0.2 0.1
H 0.1 -0.2 -0.2
H -0.3 0.0 0.0
H 0.1 0.1 -0.2
H 0.4 -0.1 0.2
H -0.1 0.2 0.1
C 0.1 -0.4 -0.1
C 0.1 -0.1 0.4
H 0.2 -0.3 -0.1
H -0.3 0.1 0.2
H -0.1 -0.2 -0.2
H 0.2 0.1 0.0
H -0.1 0.2 0.0
C 0.4 -0.1 0.3
C -0.3 0.2 0.0
H -0.3 -0.1 -0.2
H 0.1 0.3 -0.1
H 0.1 -0.1 -0.1
H -0.1 -0.1 0.0
H -0.1 0.1 0.2
C -0.4 0.1 -0.3
C 0.2 0.0 0.0
H 0.2 -0.1 -0.2
H 0.1 0.3 0.2
H 0.0 -0.2 0.2
H -0.1 -0.1 -0.3
H -0.1 0.1 0.0
S 1.9 -0.1 1.0
C -0.1 0.0 -0.3
N -0.9 0.5 -0.4
C 0.1 -0.8 0.3
C 0.8 0.5 -0.2
N -1.0 0.3 -0.3
H 0.4 0.2 0.0
H 0.1 -0.1 0.2
H -0.2 -0.1 -0.1
H 0.0 0.0 0.2
H -0.1 -0.1 -0.2
H -0.2 -0.4 0.2

Computed properties:
- Multiplicity: 4
- Charge: +2
- Frontier orbital gap (alpha / beta): 6.5 / 6.0 eV
- LUMO (alpha / beta): -6.5 / -7.2 eV
- Molecular weight: 649.56 g/mol

2.
Computed, not measured: C27H24ClN8OS3W as an isolated structure at a distorted geometry, with ωB97M-V with the def2-TZVPD basis set.

Each line ends with the Mulliken spin population.
Geometry (Å):
W (0.38212, -0.47462, 0.41987)  1.8147
Cl (-2.95265, 5.94045, 1.75656)  -0.0019
C (-2.19905, 4.40375, 1.73345)  -0.0108
C (-2.12463, 3.64099, 2.90568)  0.0269
C (-1.51759, 2.39991, 2.90637)  -0.0248
C (-0.97584, 1.88141, 1.73962)  0.0646
O (-0.42236, 0.65562, 1.77719)  0.0467
C (-1.03500, 2.64154, 0.55141)  0.0503
C (-0.41317, 2.24884, -0.66774)  0.0240
N (0.22544, 1.13408, -0.89840)  -0.1159
C (0.93122, 0.96012, -2.14473)  -0.0254
C (0.79008, 1.71091, -3.27988)  0.0025
C (1.61611, 1.47720, -4.39979)  0.0004
C (2.57290, 0.50390, -4.37621)  -0.0036
C (2.71877, -0.31023, -3.22880)  -0.0129
C (3.66201, -1.35719, -3.12777)  0.0096
C (3.72850, -2.11545, -1.98750)  -0.0050
C (2.84128, -1.84773, -0.94526)  -0.0096
N (1.94026, -0.87331, -1.00567)  -0.0051
C (1.87767, -0.08489, -2.12918)  0.0977
C (-1.65231, 3.91295, 0.57640)  0.0197
H (-2.54495, 4.03796, 3.82151)  0.0003
H (-1.45112, 1.81640, 3.81591)  -0.0019
H (-0.44319, 2.98968, -1.46132)  -0.0106
H (0.04957, 2.49705, -3.35305)  0.0006
H (1.48712, 2.09195, -5.28078)  0.0000
H (3.21837, 0.34079, -5.23033)  0.0001
H (4.33001, -1.55592, -3.95822)  -0.0004
H (4.44024, -2.92239, -1.88432)  0.0007
H (2.84987, -2.44471, -0.04158)  -0.0038
H (-1.68566, 4.51294, -0.32644)  0.0011
C (3.30119, 1.81636, 0.31372)  0.0090
C (3.15819, 0.83345, 1.42569)  0.0202
N (2.18852, -0.05694, 1.56386)  -0.0335
C (2.35636, -0.84815, 2.69519)  0.0490
C (3.46515, -0.55271, 3.40498)  0.0018
S (4.29398, 0.74886, 2.67916)  0.0018
C (1.36728, -1.88902, 2.93567)  -0.0158
C (1.29847, -2.73652, 3.98114)  -0.0064
S (-0.02310, -3.78889, 3.78638)  0.0072
C (-0.42590, -3.07509, 2.30196)  0.0369
N (0.38174, -2.07812, 1.96446)  -0.0164
C (-1.62201, -3.56676, 1.55727)  -0.0029
H (2.33633, 2.06721, -0.11494)  -0.0039
H (3.94088, 1.40869, -0.47333)  0.0023
H (3.76880, 2.73321, 0.66998)  0.0009
H (3.82775, -1.02075, 4.30731)  0.0004
H (1.94582, -2.79331, 4.84292)  0.0011
H (-1.76259, -4.63322, 1.72966)  0.0002
H (-1.51211, -3.40525, 0.48942)  -0.0028
H (-2.52782, -3.07210, 1.92050)  0.0032
C (-5.35768, -0.27129, -0.69933)  0.0002
C (-4.23911, -1.01049, -1.32945)  -0.0006
N (-4.28677, -1.72917, -2.40172)  0.0010
N (-3.01108, -2.19319, -2.57982)  0.0059
C (-2.16853, -1.77740, -1.64965)  0.0051
S (-0.50549, -2.08977, -1.46941)  -0.0132
N (-2.92914, -1.02373, -0.84131)  0.0064
N (-2.36927, -0.41575, 0.27541)  0.0141
H (-6.28007, -0.53005, -1.21371)  0.0000
H (-5.21196, 0.80775, -0.78260)  0.0001
H (-5.46302, -0.53234, 0.35507)  -0.0001
H (-2.80604, -2.79397, -3.36579)  -0.0006
H (-2.68375, 0.55055, 0.32978)  0.0011
H (-2.68907, -0.89408, 1.11456)  -0.0002

Atomic forces in eV per Å
W -1.0 -0.6 0.2
Cl 0.0 0.0 0.0
C 0.0 0.0 0.1
C 0.0 0.0 0.0
C 0.0 0.0 0.2
C 0.0 0.0 -0.1
O 0.3 0.1 0.0
C 0.0 0.0 0.0
C 0.1 0.1 -0.1
N 0.0 0.3 -0.4
C 0.0 0.0 0.1
C -0.1 0.1 0.0
C 0.0 0.0 0.0
C 0.0 0.0 0.0
C 0.0 -0.1 0.0
C 0.0 0.0 0.0
C 0.1 0.0 0.0
C -0.1 0.1 0.0
N 0.4 0.1 -0.2
C 0.0 0.0 0.2
C 0.0 0.0 -0.2
H 0.0 0.0 0.0
H 0.0 0.0 0.0
H 0.0 0.0 0.0
H 0.0 0.0 0.0
H 0.0 0.0 0.0
H 0.0 0.0 0.0
H 0.0 0.0 0.0
H 0.0 0.0 0.0
H 0.0 0.0 0.0
H 0.0 0.0 0.0
C 0.1 0.0 0.0
C 0.0 0.1 0.0
N -0.4 -0.3 -0.1
C -0.1 0.0 -0.2
C 0.1 0.1 0.1
S 0.1 0.0 0.0
C 0.0 0.1 -0.3
C 0.0 -0.1 0.2
S 0.0 -0.2 0.0
C 0.0 0.0 0.1
N 0.1 0.1 0.0
C 0.0 0.1 0.0
H 0.0 0.0 0.0
H 0.0 0.0 0.0
H 0.0 0.0 0.0
H 0.0 0.0 0.0
H 0.0 0.0 0.0
H 0.0 0.0 0.0
H 0.0 0.0 0.0
H 0.0 0.0 0.0
C 0.0 0.0 0.0
C 0.0 0.0 0.1
N 0.2 0.0 0.1
N -0.1 -0.1 -0.2
C 0.0 -0.1 -0.1
S 0.3 0.2 0.2
N -0.2 0.2 0.2
N 0.2 -0.1 0.1
H 0.0 0.0 0.0
H 0.0 0.0 0.0
H 0.0 0.0 0.0
H 0.0 0.0 0.0
H 0.1 0.1 0.0
H 0.0 0.0 0.1

Computed properties:
- Multiplicity: 3
- Charge: +3
- Frontier orbital gap (alpha / beta): 7.0 / 6.6 eV
- LUMO (alpha / beta): -9.2 / -9.7 eV
- Molecular weight: 792.04 g/mol

Results for ΔE to the lowest compared entry with this formula, charge and spin: 60.64, 1.26 (in kcal/mol, following the order of the records).